Entry 1:
39
Properties=species:S:1:pos:R:3:mulliken_charge:R:1 method="wB97M-V/def2-TZVPD" total_charge=-1 relative_energy_kj_mol=242.3 homo_energy_ev=-3.92
O 1.45 1.50 -0.02 -0.8129
O 0.97 -3.81 -0.78 -0.5915
C -2.77 2.36 -1.86 -0.9062
H -3.28 0.37 0.33 0.4367
H 2.67 2.62 -0.96 0.3835
H -0.39 -1.19 -2.24 0.0559
H -0.31 -0.15 2.38 0.2299
C -2.27 -0.06 0.15 -0.2636
O 3.48 2.84 -1.44 -0.6707
O 2.10 -2.09 1.82 -0.6683
H 2.71 -1.13 -1.14 0.3108
H 0.48 0.01 -1.44 0.4991
H 0.59 -4.51 -1.36 0.2576
H -3.48 2.62 -1.04 0.2642
H 0.19 -1.18 3.37 0.3096
H 3.93 2.01 -1.64 0.2825
H -1.61 0.68 0.74 -0.1023
H 0.40 2.05 3.06 0.3080
N -1.55 1.43 -1.64 -0.1693
S -1.76 -1.80 0.78 0.0142
H 1.57 -1.43 1.31 0.3773
O 0.47 -0.42 2.88 -0.6446
O 0.26 2.53 2.20 -0.6792
H 1.80 0.71 0.41 0.2077
H 1.00 2.16 1.70 0.3480
H 4.06 -1.42 -0.31 0.2667
H 0.53 1.37 -0.42 0.0827
H -2.87 -1.77 3.42 0.0459
H -2.30 3.27 -2.23 0.3810
C -0.42 -0.62 -1.36 -0.8315
H -0.85 1.68 -0.99 0.4315
H 2.96 -2.10 1.30 0.2794
H 0.12 -3.36 -0.37 0.3276
C -1.89 0.03 -1.36 -0.0999
H -2.63 -0.40 -2.13 0.4012
O -0.15 -1.33 -0.20 -0.2632
O 3.32 -0.86 -0.46 -0.6443
S -3.20 -2.43 2.20 -0.4286
H -3.35 1.82 -2.66 0.2754

Entry 2:
40
Properties=species:S:1:pos:R:3:mulliken_charge:R:1 method="wB97M-V/def2-TZVPD" relative_energy_kj_mol=231.3 homo_energy_ev=-9.95
N 1.62 2.07 -0.10 -0.3190
H 2.62 0.20 -3.42 0.2568
O -2.58 -0.83 -0.58 -0.6984
O 2.77 -2.98 -2.05 -0.6311
O -1.29 0.61 1.08 -0.4048
C 2.07 1.28 0.96 0.2352
H 1.68 -2.55 1.71 0.3138
H -0.46 -2.21 -2.92 0.3107
H 0.65 2.02 -0.37 0.1680
H 0.02 -0.56 0.13 0.3737
H -1.94 2.73 3.29 0.2779
H -2.56 1.87 -1.96 0.3033
C -0.43 -1.46 2.09 -1.9930
O 2.31 -3.10 1.19 -0.6532
H 3.05 -3.35 -1.21 0.3061
H -2.19 -0.20 -1.23 0.3963
O -2.12 1.13 -2.42 -0.5943
H 0.69 1.27 2.49 0.2511
O -1.07 2.40 3.02 -0.7092
H -2.10 1.33 -3.35 0.2391
H 2.43 0.53 -2.02 0.2973
H -3.17 3.61 0.43 0.2942
H -0.15 -2.43 1.68 0.4324
O 3.24 1.14 1.22 -0.6377
H -1.12 1.69 2.36 0.4029
H 2.92 -2.45 0.85 0.3261
C 1.04 0.50 1.75 -0.7932
H -1.51 -1.37 2.26 0.4455
O 2.15 -0.15 -2.66 -0.5619
C -0.11 -0.27 1.17 1.0337
H -1.97 -0.02 0.72 0.2747
O -2.58 3.09 -0.13 -0.6507
H -2.61 2.19 0.23 0.2842
H 1.65 0.00 2.53 0.3740
H -0.01 -1.53 3.09 0.4377
H -1.65 -1.57 -3.70 0.2551
H -2.43 -1.63 -1.11 0.3611
O -1.33 -1.81 -2.83 -0.5912
H 2.08 2.93 -0.32 0.2513
H 2.38 -2.11 -1.88 0.3357

Entry 3:
41
Properties=species:S:1:pos:R:3:mulliken_charge:R:1 method="wB97M-V/def2-TZVPD" relative_energy_kj_mol=553.3 homo_energy_ev=-9.72
C -0.45 -0.41 -0.41 0.7233
O -1.19 -1.08 2.45 -0.6702
N 1.34 1.12 0.43 0.0229
H -1.94 2.78 1.12 0.3111
H -3.95 -1.46 -0.87 0.2806
O 2.37 -0.91 -2.84 -0.5928
O -3.45 -1.41 -1.68 -0.6224
H 0.75 0.46 3.18 0.2186
C 0.96 -0.33 0.29 -0.2777
H 2.36 -1.81 -2.61 0.3960
C -0.38 -0.59 -1.87 -1.3670
H -3.16 0.83 1.42 0.5207
H 1.13 -3.72 -2.91 0.3045
O 0.62 1.32 3.27 -0.4807
H -0.77 -2.53 -2.31 0.2313
H 4.29 -0.17 -0.18 0.3181
H 1.73 -3.01 -1.66 0.4320
O 0.52 3.63 1.10 -0.6680
H -4.10 -0.75 -2.15 0.3434
H 0.52 -0.10 -2.41 0.3413
H 1.63 -0.80 -0.52 0.1663
H -0.90 0.73 -0.45 -0.3305
H 0.99 -0.83 1.24 0.4463
O 3.36 2.18 0.83 -0.6069
H -2.16 -0.89 2.11 0.4070
C 2.72 1.23 0.42 0.4185
H 0.75 1.43 1.17 0.1611
O -2.64 2.45 1.80 -0.6978
O 3.34 0.15 -0.22 -0.4659
H -1.29 -1.04 0.00 0.0674
H -2.41 2.90 2.61 0.3117
O 0.06 -1.96 -2.06 -0.4502
O 1.97 -3.39 -2.54 -0.7291
H -3.49 0.00 0.40 0.1701
H 1.33 3.49 1.57 0.2701
O -3.49 -0.19 1.27 -0.6601
H 3.22 -0.57 -2.64 0.2476
H 0.96 3.86 0.25 0.3366
H 0.97 1.63 4.02 0.2331
H -0.98 -1.86 1.93 0.3159
H -1.12 -0.37 -2.53 0.6236

no.,LUMO (eV),Kohn-Sham gap (eV)
1,2.7,6.669
2,0.1,10.046
3,0.2,9.895